The following is a quantum chemistry calculation of a 16-piece molecular cluster, C42H104Cl12O30S10 overall in a non-equilibrium geometry, from the Open Molecules 2025 dataset.

Last column: Löwdin charge in e.
Element x y z (Å)
1 Cl 2.032 -6.516 2.704  0.5942
2 C 0.460 -6.708 3.403  -0.7090
3 C -0.110 -8.135 3.214  -0.6154
4 Cl -1.742 -8.439 4.019  0.5015
5 H -0.064 -5.969 2.798  0.0280
6 H 0.480 -6.348 4.432  0.0732
7 H 0.657 -8.746 3.691  0.0595
8 H -0.142 -8.515 2.193  0.0255
9 Cl -2.070 -2.166 1.048  0.6857
10 C -2.998 -3.485 0.392  -0.6739
11 C -2.725 -3.634 -1.130  -0.7160
12 Cl -3.651 -4.978 -1.643  0.6133
13 H -4.035 -3.193 0.560  0.0614
14 H -2.700 -4.392 0.916  0.0357
15 H -1.662 -3.710 -1.359  0.0389
16 H -3.071 -2.711 -1.596  0.0663
17 Cl -6.097 6.192 2.985  0.5109
18 C -5.087 4.718 2.703  -0.6199
19 C -3.737 4.930 1.951  -0.6029
20 Cl -3.831 4.941 0.147  0.5685
21 H -5.663 4.039 2.075  0.0410
22 H -4.971 4.230 3.671  0.0499
23 H -3.169 4.029 2.180  0.0388
24 H -3.114 5.795 2.179  0.0591
25 Cl -0.172 -8.122 -5.698  0.6106
26 C 0.004 -7.988 -3.993  -0.7190
27 C 0.317 -6.561 -3.626  -0.6273
28 Cl -1.158 -5.490 -3.715  0.5207
29 H 0.888 -8.564 -3.717  0.0756
30 H -0.874 -8.479 -3.573  0.0554
31 H 1.108 -6.115 -4.229  0.0550
32 H 0.671 -6.474 -2.599  0.0521
33 Cl 4.240 -5.706 -3.073  0.5646
34 C 5.272 -6.072 -1.690  -0.6518
35 C 4.730 -5.392 -0.414  -0.6979
36 Cl 5.144 -3.708 -0.410  0.6336
37 H 6.307 -5.863 -1.962  0.0735
38 H 5.131 -7.138 -1.512  0.0663
39 H 5.081 -5.976 0.437  0.0758
40 H 3.665 -5.516 -0.220  0.0575
41 Cl -1.284 -6.892 0.214  0.5913
42 C -2.683 -8.018 0.163  -0.6105
43 C -2.094 -9.302 -0.452  -0.6804
44 Cl -3.450 -10.371 -0.779  0.5839
45 H -3.397 -7.574 -0.530  0.0265
46 H -3.202 -8.012 1.122  0.0697
47 H -1.368 -9.789 0.199  0.0673
48 H -1.714 -9.160 -1.464  0.0382
49 O -3.621 2.373 -5.277  -0.2874
50 S -3.084 1.755 -4.069  0.6828
51 O -2.083 2.407 -3.212  -0.3215
52 O -4.304 1.298 -3.037  -0.3051
53 C -4.883 2.249 -2.111  -0.2562
54 C -5.133 1.646 -0.732  -0.0699
55 C -2.494 0.015 -4.237  -0.0804
56 H -5.768 2.652 -2.604  0.1206
57 H -4.153 3.058 -2.072  0.0696
58 H -6.176 1.810 -0.464  0.0804
59 H -4.435 2.074 -0.011  0.0379
60 H -4.777 0.617 -0.787  0.0772
61 H -2.355 -0.344 -3.217  0.0617
62 H -1.526 0.195 -4.705  0.0453
63 H -3.154 -0.612 -4.837  0.0739
64 O -2.234 -1.211 4.642  -0.3343
65 S -2.089 -2.688 4.520  0.7337
66 O -2.959 -3.546 3.647  -0.3444
67 O -0.458 -2.972 4.101  -0.3135
68 C 0.602 -2.163 4.687  -0.2577
69 C 1.940 -2.776 4.336  -0.0531
70 C -1.975 -3.471 6.192  -0.0877
71 H 0.543 -2.126 5.775  0.1073
72 H 0.469 -1.184 4.226  0.1089
73 H 2.665 -2.023 4.026  0.0741
74 H 1.945 -3.540 3.558  0.0562
75 H 2.235 -3.349 5.214  0.0786
76 H -2.579 -3.032 6.986  0.0762
77 H -0.945 -3.425 6.546  0.0503
78 H -2.189 -4.519 5.981  0.0643
79 O -2.654 2.358 6.960  -0.3064
80 S -2.177 2.870 5.669  0.7551
81 O -2.827 4.077 5.049  -0.3324
82 O -0.523 3.153 5.886  -0.3002
83 C 0.197 2.080 6.527  -0.2826
84 C 1.645 1.999 6.075  -0.0662
85 C -2.043 1.580 4.245  -0.0642
86 H -0.278 1.099 6.484  0.1065
87 H 0.152 2.447 7.552  0.1182
88 H 1.667 1.828 4.999  0.0549
89 H 2.137 1.140 6.531  0.0756
90 H 2.273 2.878 6.224  0.0839
91 H -1.134 0.986 4.328  0.0309
92 H -1.867 2.120 3.314  0.0445
93 H -2.985 1.043 4.351  0.0474
94 O 1.859 4.343 -3.804  -0.3019
95 S 2.119 2.889 -3.731  0.7188
96 O 1.231 2.058 -2.919  -0.3094
97 O 2.324 2.204 -5.293  -0.2523
98 C 1.167 1.834 -5.957  -0.3448
99 C 1.519 1.242 -7.296  -0.0530
100 C 3.778 2.468 -3.171  -0.1074
101 H 0.513 2.704 -6.011  0.1263
102 H 0.643 1.069 -5.384  0.0995
103 H 2.014 1.954 -7.956  0.0862
104 H 0.504 1.130 -7.679  0.0805
105 H 2.008 0.271 -7.224  0.0737
106 H 4.064 2.762 -2.162  0.0715
107 H 4.412 2.968 -3.904  0.0667
108 H 3.912 1.387 -3.151  0.0490
109 O -0.365 4.402 1.786  -0.2941
110 S 0.682 4.758 2.687  0.7200
111 O 1.681 3.776 3.246  -0.3340
112 O 1.587 5.958 1.942  -0.2692
113 C 2.331 5.514 0.770  -0.2718
114 C 1.584 5.775 -0.465  -0.0827
115 C 0.073 5.938 4.034  -0.0635
116 H 2.670 4.478 0.763  0.1038
117 H 3.122 6.255 0.663  0.1270
118 H 0.650 5.213 -0.449  0.0650
119 H 2.104 5.362 -1.329  0.0776
120 H 1.330 6.832 -0.543  0.0936
121 H 0.021 5.605 5.071  0.0559
122 H -0.960 6.132 3.745  0.0485
123 H 0.641 6.865 3.957  0.0626
124 O 7.399 -0.957 -5.020  -0.2954
125 S 6.676 -0.038 -4.174  0.6925
126 O 6.574 1.417 -4.457  -0.3063
127 O 5.128 -0.564 -3.993  -0.2749
128 C 4.779 -1.876 -4.452  -0.2840
129 C 3.263 -1.968 -4.495  -0.0374
130 C 7.339 -0.252 -2.404  -0.0762
131 H 5.304 -2.626 -3.861  0.0965
132 H 5.228 -2.220 -5.383  0.1132
133 H 2.915 -1.495 -3.577  0.0583
134 H 2.896 -2.993 -4.437  0.0698
135 H 2.885 -1.355 -5.313  0.0738
136 H 7.525 -1.314 -2.248  0.0610
137 H 6.606 0.185 -1.725  0.0339
138 H 8.268 0.318 -2.377  0.0687
139 O -0.167 0.976 1.874  -0.3161
140 S 0.341 1.296 0.538  0.6715
141 O 1.477 2.132 0.268  -0.2726
142 O 0.467 -0.150 -0.320  -0.2588
143 C 1.273 -1.149 0.222  -0.3392
144 C 1.630 -2.228 -0.802  -0.0304
145 C -1.070 1.965 -0.424  -0.0861
146 H 0.847 -1.732 1.039  0.0839
147 H 2.130 -0.658 0.683  0.0950
148 H 2.471 -2.877 -0.556  0.0407
149 H 1.752 -1.570 -1.662  0.0698
150 H 0.742 -2.843 -0.950  0.0633
151 H -2.052 1.555 -0.187  0.0666
152 H -0.798 1.631 -1.426  0.0234
153 H -1.065 3.055 -0.418  0.0603
154 O 0.199 10.406 -1.979  -0.3117
155 S 0.058 9.762 -3.288  0.7075
156 O 1.267 9.488 -4.111  -0.3097
157 O -0.937 8.435 -3.155  -0.2666
158 C -0.873 7.463 -4.127  -0.2970
159 C -1.414 6.098 -3.589  -0.0384
160 C -1.180 10.843 -4.188  -0.0965
161 H 0.157 7.245 -4.410  0.1050
162 H -1.228 7.937 -5.042  0.1135
163 H -2.413 6.152 -3.156  0.0668
164 H -0.962 5.537 -2.772  0.0659
165 H -1.368 5.368 -4.397  0.0725
166 H -2.098 10.914 -3.605  0.0658
167 H -1.475 10.266 -5.065  0.0502
168 H -0.706 11.811 -4.349  0.0660
169 O -5.865 1.383 2.504  -0.3265
170 S -6.531 0.042 2.566  0.6915
171 O -7.719 -0.123 3.367  -0.2964
172 O -6.800 -0.556 1.023  -0.3000
173 C -7.798 -1.650 0.901  -0.2303
174 C -8.861 -1.479 -0.266  -0.0442
175 C -5.271 -1.180 3.220  -0.1033
176 H -8.277 -2.133 1.753  0.1150
177 H -7.008 -2.319 0.559  0.1001
178 H -9.235 -2.462 -0.551  0.0743
179 H -8.343 -1.032 -1.115  0.0715
180 H -9.660 -0.853 0.133  0.0734
181 H -4.318 -1.205 2.691  0.0260
182 H -5.728 -2.167 3.149  0.0641
183 H -5.128 -0.847 4.248  0.0634
184 O 5.300 2.791 0.808  -0.2734
185 S 4.952 1.392 0.940  0.6590
186 O 4.499 0.580 -0.160  -0.2918
187 O 6.344 0.647 1.600  -0.2691
188 C 6.561 -0.702 1.180  -0.2947
189 C 7.604 -1.375 2.146  -0.0439
190 C 4.004 1.194 2.442  -0.1060
191 H 7.012 -0.709 0.188  0.0745
192 H 5.637 -1.276 1.105  0.0725
193 H 8.273 -0.736 2.722  0.0772
194 H 8.167 -2.115 1.577  0.0692
195 H 6.983 -1.897 2.873  0.0641
196 H 3.772 0.129 2.477  0.0588
197 H 3.092 1.789 2.392  0.0417
198 H 4.573 1.561 3.296  0.0852

Computed properties:
HOMO energy = -10.0560 eV
LUMO energy = -0.342 eV
Orbital gap = 9.71 eV
Charge = 0



The following is a quantum chemistry calculation of C42H104F3N2NiO24 as an isolated structure in a non-equilibrium geometry, from the Open Molecules 2025 dataset.

Last column: Löwdin charge in e.
Element x y z (Å)
1 Ni 1.305 -1.631 -4.850  0.5529
2 C -0.398 -1.118 -1.856  -0.3303
3 O 0.598 -0.616 -0.989  -0.1182
4 O 0.286 -1.294 -3.112  -0.2425
5 C -1.047 -2.429 -1.274  -0.4551
6 F -2.405 -2.437 -1.458  0.0804
7 F -0.638 -3.603 -1.845  0.1080
8 F -0.972 -2.541 0.084  0.1013
9 C 0.649 0.779 -0.569  -0.2237
10 C 1.813 0.956 0.328  -0.0805
11 H 1.779 0.250 1.158  0.0693
12 H 2.689 0.708 -0.272  0.0807
13 H 2.111 1.972 0.584  0.0610
14 H -0.206 1.018 0.064  0.0955
15 H 0.658 1.518 -1.370  0.1131
16 H -1.126 -0.318 -1.992  0.1284
17 C -3.962 -5.928 -0.020  0.0306
18 C -2.944 -6.315 1.137  -0.4582
19 C -2.963 -5.060 2.015  -0.1251
20 C -2.216 -5.285 3.343  -0.1723
21 C -2.946 -6.380 4.151  -0.1297
22 C -2.848 -7.746 3.378  -0.3636
23 N -3.377 -7.400 1.973  0.1179
24 O -3.733 -8.592 1.303  0.1038
25 C -1.472 -8.499 3.479  0.0272
26 C -3.840 -8.714 4.146  -0.0138
27 C -1.503 -6.510 0.658  0.0125
28 H -5.009 -6.012 0.271  0.0952
29 H -3.713 -6.507 -0.910  0.0923
30 H -3.798 -4.869 -0.223  0.0844
31 H -2.321 -4.354 1.488  0.1157
32 H -3.960 -4.714 2.289  0.1367
33 H -2.209 -4.445 4.037  0.1100
34 H -1.174 -5.592 3.252  0.1052
35 H -3.950 -5.997 4.327  0.1242
36 H -2.423 -6.291 5.103  0.1307
37 H -1.144 -7.999 4.390  0.0975
38 H -1.417 -9.578 3.621  0.1021
39 H -0.824 -8.188 2.659  0.0723
40 H -4.355 -9.441 3.518  0.0846
41 H -3.409 -9.120 5.062  0.1018
42 H -4.614 -8.134 4.649  0.0785
43 H -0.706 -6.374 1.390  0.0774
44 H -1.120 -5.861 -0.130  0.0939
45 H -1.448 -7.511 0.228  0.1049
46 H -4.693 -8.591 1.275  0.1438
47 C -2.012 6.655 1.717  0.0209
48 C -1.289 5.337 1.270  -0.4341
49 C -1.116 5.535 -0.264  -0.1373
50 C -0.111 6.577 -0.646  -0.1494
51 C 1.238 6.191 -0.013  -0.1161
52 C 1.206 5.853 1.479  -0.4648
53 N 0.037 5.068 1.884  0.1026
54 O -0.041 4.649 3.214  0.1297
55 C 2.475 5.088 1.762  -0.0028
56 C 1.134 7.188 2.243  0.0329
57 C -2.159 4.123 1.409  -0.0294
58 H -3.035 6.659 1.340  0.1107
59 H -1.524 7.570 1.380  0.0703
60 H -2.103 6.736 2.801  0.1004
61 H -0.644 4.578 -0.486  0.1069
62 H -2.025 5.484 -0.863  0.1449
63 H -0.373 7.602 -0.384  0.1180
64 H -0.063 6.631 -1.734  0.1038
65 H 1.933 6.997 -0.250  0.1429
66 H 1.618 5.335 -0.572  0.1034
67 H 2.308 4.068 1.414  0.0795
68 H 3.254 5.517 1.133  0.0941
69 H 2.895 5.236 2.757  0.1098
70 H 2.003 7.771 1.938  0.1193
71 H 0.199 7.717 2.059  0.0717
72 H 1.092 7.080 3.327  0.1051
73 H -1.757 3.196 1.000  0.0823
74 H -3.106 4.225 0.880  0.1091
75 H -2.466 3.926 2.436  0.0941
76 H 0.150 3.713 3.112  0.1308
77 C 3.917 4.799 -2.058  -0.2604
78 C 3.502 3.325 -2.172  -0.1731
79 O 3.387 3.070 -3.611  -0.0651
80 O 5.221 5.119 -2.501  -0.0393
81 H 4.051 5.024 -1.000  0.0881
82 H 3.219 5.568 -2.387  0.1063
83 H 2.732 2.917 -1.517  0.0900
84 H 4.367 2.780 -1.792  0.1105
85 H 2.560 3.332 -4.024  0.0463
86 H 5.858 4.577 -2.030  0.0639
87 C 5.345 2.670 1.390  -0.2082
88 C 6.718 3.355 1.261  -0.1854
89 O 7.047 3.804 -0.078  -0.0775
90 O 4.932 2.814 2.737  -0.0958
91 H 5.416 1.607 1.162  0.1321
92 H 4.602 3.152 0.754  0.0901
93 H 7.483 2.726 1.716  0.1285
94 H 6.692 4.318 1.770  0.1223
95 H 7.787 4.402 0.052  0.0904
96 H 4.099 2.341 2.802  0.0489
97 C 3.469 -0.338 -3.302  -0.1838
98 C 4.117 -1.715 -3.510  -0.2109
99 O 3.199 -2.794 -3.689  -0.0527
100 O 2.685 0.003 -4.473  -0.0832
101 H 4.242 0.408 -3.118  0.1236
102 H 2.775 -0.373 -2.462  0.0961
103 H 4.839 -1.923 -2.719  0.1272
104 H 4.771 -1.542 -4.364  0.1221
105 H 3.515 -3.465 -3.079  0.0935
106 H 2.707 0.963 -4.484  0.0726
107 C 4.548 0.714 5.126  -0.1780
108 C 3.549 -0.101 4.218  -0.1651
109 O 2.914 0.856 3.370  -0.1285
110 O 5.805 0.994 4.408  -0.0917
111 H 5.122 0.029 5.750  0.1094
112 H 4.206 1.414 5.889  0.1191
113 H 2.715 -0.497 4.797  0.1130
114 H 4.004 -0.819 3.535  0.1202
115 H 1.996 0.980 3.622  0.0389
116 H 5.687 1.829 3.950  0.0181
117 C -4.042 1.585 -4.989  -0.1413
118 C -2.931 1.094 -3.993  -0.1909
119 O -2.833 1.763 -2.707  -0.1005
120 O -3.394 2.787 -5.525  -0.0855
121 H -4.900 1.875 -4.382  0.1237
122 H -4.098 0.763 -5.703  0.1246
123 H -1.951 1.184 -4.463  0.1004
124 H -2.940 0.030 -3.760  0.1149
125 H -3.006 2.696 -2.853  0.0919
126 H -3.719 2.947 -6.414  0.0878
127 C -1.141 0.656 3.166  -0.2069
128 C -1.310 -0.838 2.943  -0.2440
129 O -1.604 -1.694 4.010  -0.0248
130 O -0.002 0.836 4.023  -0.0771
131 H -1.983 1.341 3.263  0.1196
132 H -0.702 1.060 2.254  0.0887
133 H -0.338 -1.064 2.504  0.1031
134 H -2.102 -0.939 2.201  0.1144
135 H -1.422 -1.213 4.821  0.0833
136 H -0.226 0.683 4.944  0.0976
137 C 2.207 -2.750 1.169  -0.2391
138 C 1.638 -4.128 0.932  -0.2888
139 O 2.638 -5.011 0.668  -0.0284
140 O 2.835 -2.179 0.038  -0.0511
141 H 2.886 -2.782 2.021  0.1208
142 H 1.477 -2.017 1.513  0.0915
143 H 0.953 -4.192 0.087  0.1001
144 H 1.174 -4.389 1.883  0.1216
145 H 3.211 -4.649 -0.012  0.0916
146 H 2.218 -1.472 -0.165  0.0235
147 C -2.627 -4.345 -4.455  -0.2017
148 C -1.733 -5.609 -4.267  -0.2182
149 O -2.347 -6.837 -4.691  -0.0597
150 O -2.458 -3.686 -5.756  -0.0732
151 H -2.463 -3.660 -3.623  0.0767
152 H -3.679 -4.576 -4.289  0.1132
153 H -1.376 -5.565 -3.238  0.0894
154 H -0.869 -5.426 -4.907  0.1181
155 H -1.853 -7.143 -5.456  0.0843
156 H -2.654 -2.759 -5.600  0.0611
157 C -0.393 3.872 -3.885  -0.2066
158 C 0.553 4.998 -4.248  -0.2189
159 O -0.267 6.134 -4.054  -0.0858
160 O 0.292 2.641 -4.142  -0.0623
161 H -1.288 3.864 -4.507  0.1137
162 H -0.702 4.024 -2.851  0.1042
163 H 0.918 5.120 -5.268  0.1413
164 H 1.374 5.176 -3.554  0.0957
165 H 0.073 6.866 -4.574  0.0996
166 H -0.241 1.946 -3.750  0.0527
167 C -5.336 -0.581 0.733  -0.2839
168 C -4.312 0.146 -0.083  -0.2682
169 O -4.772 1.169 -0.917  -0.0722
170 O -6.392 -1.042 -0.027  -0.0256
171 H -5.686 0.122 1.488  0.1174
172 H -4.904 -1.401 1.306  0.1137
173 H -3.990 -0.613 -0.796  0.1160
174 H -3.652 0.715 0.571  0.1150
175 H -4.026 1.275 -1.511  0.0169
176 H -6.308 -0.646 -0.897  0.0844

Computed properties:
Multiplicity = 4
HOMO energy (alpha / beta) = -11.7344 / -10.9337 eV
LUMO energy (alpha / beta) = -3.978 / -8.121 eV
Orbital gap (alpha / beta) = 7.76 / 2.81 eV
Charge = +2